No. 1
Below is a cluster of 2 separate species, CH3N3O2Si in total at a distorted geometry, with properties calculated with the ωB97M-V functional and the def2-TZVPD basis.

Geometry as XYZ:
```
10
Properties=species:S:1:pos:R:3:forces:R:3
Si 1.042088 -0.171148 -0.372545 -0.13 0.69 0.71
O -2.394147 0.637746 0.002228 0.53 1.26 0.40
O -3.353541 -1.288575 -0.003411 2.56 1.85 0.50
N 0.246648 1.092645 0.295101 0.32 -1.74 -1.47
N -2.312354 -0.711485 0.242322 -1.43 -0.37 -0.41
N 3.909034 -0.786405 0.381371 -2.26 0.20 -0.92
C 2.813991 -0.623526 -0.002255 1.85 0.31 0.98
H 0.939726 1.756681 0.534638 0.73 1.16 1.02
H -1.503840 1.235747 0.258333 -1.60 -3.04 -0.63
H 0.612396 -1.141682 -1.335783 -0.57 -0.33 -0.19
```
Forces are in eV/Å.

Maximum force, eV Å⁻¹: 3.49
E, hartree: -643.99540
E_HOMO, eV: -10.08
Frontier orbital gap, eV: 8.379
ΔE to the lowest compared entry with this formula, charge and spin, kcal per mole: 60.2
LUMO, eV: -1.70

No. 2
Below is a cluster of 2 separate species, CH3N3OS in total at a distorted geometry, with properties calculated with the ωB97M-V functional and the def2-TZVPD basis.

Geometry as XYZ:
```
9
Properties=species:S:1:pos:R:3:forces:R:3
S -0.703065 0.714637 -0.217630 0.20 1.61 0.15
O -1.168722 1.533326 -1.326516 0.05 -0.98 0.55
N -0.650492 1.502709 1.151031 -1.04 -0.99 -2.38
N 1.829934 -0.686566 -0.460346 0.55 0.85 1.18
N -1.894893 -1.925828 -0.698676 -0.51 -1.47 -0.27
C -1.612310 -0.868194 -0.386027 0.83 2.35 0.66
H 1.798610 -1.417940 0.304575 0.13 1.04 -0.70
H 2.396230 0.148434 -0.063145 -1.01 -1.70 -0.51
H 0.004706 0.999421 1.696736 0.79 -0.71 1.32
```
Forces are in eV/Å.

Maximum force, eV Å⁻¹: 2.78
E, hartree: -677.37867
E_HOMO (spin up / spin down), eV: -10.29 / -11.23
Frontier orbital gap (spin up / spin down), eV: 8.725 / 8.351
ΔE to the lowest compared entry with this formula, charge and spin, kcal per mole: 151.9
LUMO (spin up / spin down), eV: -1.57 / -2.87

Q: The highest maximum force belongs to which entry?
A: CH3N3O2Si

Q: Look up the maximum force of the second one.
A: 2.78 eV Å⁻¹

Q: Which value of ΔE to the lowest compared entry with this formula, charge and spin does entry 2 give?
A: 151.9 kcal per mole